(1)
This record from the Open Molecules 2025 dataset describes 10 unconnected molecules or ions with the total composition C14H34Br8N6O12 at a distorted geometry. The level of theory is wB97M-V/def2-TZVPD.

## Properties
HOMO-LUMO gap = 9.72 eV
net charge = 0
relative energy (zero: lowest compared OMol25 entry of this formula, charge and spin) = 29.1 kcal per mole
HOMO energy = -10.15 eV
structure (SMILES) = C[N+](=O)[O-].C[N+](=O)[O-].C[N+](=O)[O-].C[N+](=O)[O-].C[N+](=O)[O-].C[N+](=O)[O-].BrCCBr.BrCCBr.BrCCBr.BrCCBr
maximum force = 4.76 eV/Å
DFT total energy = -22376.7500 Ha

Geometry (Å):
1 Br -12.220 -18.912 -6.677
2 C -11.115 -20.132 -7.733
3 C -12.055 -20.779 -8.743
4 Br -11.330 -22.337 -9.676
5 H -10.668 -20.777 -6.996
6 H -10.274 -19.637 -8.239
7 H -12.335 -20.037 -9.526
8 H -12.970 -21.136 -8.247
9 Br -15.163 -15.279 -0.764
10 C -14.393 -17.018 -0.780
11 C -14.415 -17.784 -2.155
12 Br -12.563 -17.856 -2.823
13 H -14.907 -17.524 -0.034
14 H -13.328 -16.866 -0.486
15 H -15.073 -17.391 -2.913
16 H -14.711 -18.874 -2.188
17 Br -8.697 -9.533 -2.014
18 C -9.260 -11.139 -2.890
19 C -8.472 -11.174 -4.179
20 Br -9.056 -12.720 -5.241
21 H -10.329 -11.178 -2.993
22 H -9.096 -11.984 -2.188
23 H -7.429 -11.330 -4.061
24 H -8.693 -10.342 -4.775
25 Br -3.349 -17.671 -2.294
26 C -4.927 -16.647 -2.745
27 C -5.006 -15.392 -1.998
28 Br -6.871 -14.616 -2.291
29 H -5.789 -17.245 -2.509
30 H -4.786 -16.374 -3.760
31 H -4.252 -14.584 -2.310
32 H -4.997 -15.362 -0.877
33 C -9.267 -14.714 -8.232
34 N -9.562 -16.137 -7.888
35 O -9.083 -16.579 -6.844
36 O -10.079 -16.805 -8.775
37 H -8.882 -14.210 -7.316
38 H -10.045 -14.225 -8.739
39 H -8.406 -14.825 -8.952
40 C -8.824 -17.691 -3.688
41 N -8.308 -19.063 -3.276
42 O -9.194 -19.830 -2.871
43 O -7.137 -19.407 -3.307
44 H -9.508 -17.864 -4.513
45 H -8.009 -17.055 -3.872
46 H -9.262 -17.468 -2.705
47 C -13.273 -15.642 -9.204
48 N -12.771 -15.208 -10.538
49 O -11.806 -14.508 -10.579
50 O -13.344 -15.687 -11.446
51 H -13.679 -14.767 -8.657
52 H -12.398 -15.865 -8.649
53 H -13.976 -16.455 -9.262
54 C -10.584 -13.287 0.546
55 N -11.801 -12.749 -0.119
56 O -11.667 -12.275 -1.279
57 O -12.928 -12.794 0.412
58 H -10.957 -13.777 1.472
59 H -9.943 -12.423 0.800
60 H -10.112 -13.949 -0.163
61 C -9.634 -18.629 0.687
62 N -9.437 -17.139 0.473
63 O -10.043 -16.727 -0.518
64 O -8.782 -16.416 1.161
65 H -10.650 -18.896 0.395
66 H -9.390 -18.837 1.763
67 H -9.028 -19.169 -0.067
68 C -12.779 -14.157 -4.135
69 N -12.728 -14.687 -5.544
70 O -11.702 -14.890 -6.062
71 O -13.841 -14.907 -6.033
72 H -12.272 -13.206 -4.090
73 H -12.218 -14.918 -3.542
74 H -13.774 -14.129 -3.767

(2)
This record from the Open Molecules 2025 dataset describes a molecular structure, C14H34ClN2O12P4ReS. The level of theory is wB97M-V/def2-TZVPD.

## Properties
HOMO-LUMO gap (spin up / spin down) = 9.65 / 8.56 eV
2S+1 = 4
net charge = +1
relative energy (zero: lowest compared OMol25 entry of this formula, charge and spin) = 3.9 kcal per mole
HOMO energy (spin up / spin down) = -11.87 / -12.54 eV
expectation value of S² = 3.7677
maximum force = 0.47 eV/Å
DFT total energy = -3868.4673 Ha

Geometry (Å):
1 Re -0.503 -0.459 -0.558
2 C -1.191 4.749 0.200
3 C -1.094 3.402 -0.510
4 O -1.235 3.536 -1.916
5 P 0.532 2.646 -0.342
6 O 0.849 2.595 1.186
7 O 1.586 3.509 -1.080
8 O 0.533 1.250 -0.942
9 P -2.436 2.260 0.048
10 O -2.387 2.260 1.657
11 O -3.696 2.784 -0.489
12 O -2.034 0.823 -0.339
13 H -0.502 5.450 -0.269
14 H -0.952 4.668 1.259
15 H -2.205 5.134 0.084
16 H -2.172 3.430 -2.142
17 H 1.705 2.070 1.315
18 H 2.405 2.973 -1.268
19 H -3.105 2.814 1.994
20 C -3.119 -2.198 -2.087
21 P -2.324 -2.074 -0.476
22 C -3.620 -1.670 0.709
23 C -1.658 -3.712 -0.055
24 C -0.373 -3.928 -0.857
25 P 0.846 -2.554 -0.650
26 C 1.977 -2.908 -2.011
27 C 1.628 -2.999 0.923
28 H -3.951 -2.901 -2.037
29 H -2.399 -2.513 -2.839
30 H -3.481 -1.207 -2.368
31 H -4.440 -2.384 0.621
32 H -3.987 -0.666 0.502
33 H -3.221 -1.701 1.722
34 H -2.402 -4.487 -0.253
35 H -1.463 -3.720 1.021
36 H -0.596 -3.996 -1.925
37 H 0.113 -4.866 -0.582
38 H 1.941 -3.978 -2.218
39 H 2.987 -2.600 -1.757
40 H 1.655 -2.346 -2.887
41 H 2.269 -3.869 0.776
42 H 0.856 -3.252 1.650
43 H 2.220 -2.168 1.298
44 C 1.728 0.506 4.166
45 N 0.345 0.593 3.674
46 C -0.675 1.297 4.460
47 C 0.039 0.084 2.534
48 N -0.239 -0.388 1.510
49 H 1.803 -0.265 4.932
50 H 1.989 1.475 4.590
51 H 2.388 0.289 3.330
52 H -0.967 0.690 5.316
53 H -1.529 1.499 3.819
54 H -0.247 2.239 4.799
55 Cl 1.035 -0.737 -5.020
56 C 0.211 0.686 -4.339
57 C -0.890 0.334 -3.376
58 O -1.962 0.871 -3.366
59 O -0.562 -0.630 -2.497
60 H -0.207 1.258 -5.162
61 H 0.955 1.279 -3.807
62 C 4.987 -0.124 0.132
63 S 3.371 0.532 -0.060
64 O 2.933 0.899 1.312
65 O 3.493 1.689 -0.936
66 O 2.529 -0.525 -0.613
67 H 5.630 0.658 0.525
68 H 5.338 -0.439 -0.847
69 H 4.950 -0.965 0.816

(3)
This record from the Open Molecules 2025 dataset describes 5 unconnected molecules or ions with the total composition C14H34F5N2O4 at a distorted geometry. The level of theory is wB97M-V/def2-TZVPD.

## Properties
HOMO-LUMO gap = 9.02 eV
net charge = +1
HOMO energy = -11.85 eV
maximum force = 5.46 eV/Å
DFT total energy = -1463.1021 Ha

Geometry (Å):
1 C -0.628 -3.761 -3.693
2 C 0.521 -2.620 -3.957
3 C -0.010 -1.071 -3.893
4 C 1.354 -0.110 -3.997
5 N -0.851 -0.728 -2.683
6 C -1.716 0.512 -2.991
7 C -2.880 0.515 -1.797
8 N -2.309 0.578 -0.397
9 C -1.153 -0.376 -0.187
10 C -0.465 0.033 1.266
11 F -1.512 0.523 2.237
12 F 0.534 1.132 1.157
13 C 0.202 -1.301 1.981
14 F 0.619 -2.324 0.983
15 F -0.742 -1.932 2.938
16 F 1.394 -0.842 2.749
17 C -0.048 -0.355 -1.442
18 H -0.864 -3.726 -2.524
19 H -1.651 -3.557 -4.270
20 H -0.270 -4.856 -3.953
21 H 1.458 -2.842 -3.263
22 H 0.918 -2.804 -5.068
23 H -0.633 -0.828 -4.880
24 H 2.164 -0.570 -3.252
25 H 1.112 1.028 -3.736
26 H 1.795 -0.229 -5.098
27 H -1.527 -1.466 -2.386
28 H -2.238 0.448 -4.047
29 H -1.068 1.487 -2.990
30 H -3.576 1.451 -1.928
31 H -3.570 -0.452 -1.862
32 H -3.079 0.207 0.238
33 H -1.586 -1.480 -0.056
34 H 0.865 -1.064 -1.260
35 H 0.349 0.767 -1.494
36 C -1.475 2.968 4.518
37 O -0.089 2.989 4.802
38 H -1.984 3.675 5.178
39 H -1.640 3.261 3.478
40 H -1.869 1.964 4.691
41 H 0.336 2.353 4.201
42 C 4.922 0.363 2.726
43 O 4.312 -0.905 2.879
44 H 5.978 0.284 2.997
45 H 4.839 0.685 1.685
46 H 4.432 1.086 3.383
47 H 3.377 -0.804 2.631
48 C -5.112 -2.184 0.249
49 O -4.647 -0.859 0.433
50 H -4.344 -2.881 0.591
51 H -6.024 -2.335 0.832
52 H -5.312 -2.357 -0.812
53 H -5.350 -0.264 0.121
54 C 5.115 4.090 3.246
55 O 4.111 3.576 2.390
56 H 5.935 4.478 2.638
57 H 4.699 4.898 3.852
58 H 5.488 3.291 3.891
59 H 3.396 3.239 2.957